# 1
Below is C68H88Br2N6O6SSi2Sr as an isolated structure, with properties calculated with ωB97M-V/def2-TZVPD.

Energy relative to the best compared isomer or geometry (same formula, charge and spin) in kcal/mol: 43.2
Gap between HOMO and LUMO (alpha / beta) in eV: 6.15 / 4.76
F_max in eV Å⁻¹: 2.59

```
! wB97M-V def2-TZVPD RIJCOSX def2/J DEFGRID3
* xyz -2 1
Sr 0.48741 -1.07282 0.22524
C 1.55494 -1.79375 4.93696
C 1.72422 -2.74913 3.75885
C 1.32369 -4.15747 4.19452
C 3.12956 -2.63552 3.20787
C 4.06830 -3.59686 3.53706
C 5.37028 -3.49918 3.08423
C 5.72619 -2.39588 2.34251
C 4.83369 -1.37218 1.99887
C 5.57357 -0.22435 1.27791
C 6.07317 0.83528 2.28570
C 4.95926 0.41657 0.02365
C 3.48009 -1.51809 2.41344
N 2.39662 -0.64111 2.06129
C 2.58906 0.62358 2.12713
C 1.69297 1.71246 1.76790
C 2.32520 2.86418 1.23763
C 1.66305 4.03232 0.97337
C 0.29708 4.10742 1.32144
C -0.33110 3.04877 1.90837
C 0.30459 1.77934 2.15035
N -0.31161 0.77524 2.80611
C -1.23856 1.19754 3.79792
C -2.65497 1.10296 3.74288
C -3.41630 1.62931 4.78969
C -2.85985 2.25112 5.88951
C -1.48128 2.32481 5.96704
C -0.67614 1.80425 4.96309
C 0.82800 1.93129 5.13577
C 1.27793 1.50268 6.53715
C 1.31184 3.35972 4.85665
C -3.48604 0.45413 2.64651
C -3.52863 -1.06543 2.83625
C -3.09392 0.79596 1.22111
H 0.51743 -1.78470 5.28349
H 1.82700 -0.77977 4.65361
H 2.19665 -2.10807 5.76608
H 1.04621 -2.42410 2.97131
H 1.83476 -4.44440 5.11786
H 1.54900 -4.90750 3.43462
H 0.24956 -4.18680 4.39251
H 3.77825 -4.44571 4.14333
H 6.09521 -4.27636 3.29353
H 6.75314 -2.31347 2.00451
H 6.48207 -0.70196 0.91290
H 5.32029 1.58877 2.51984
H 6.93524 1.36108 1.86524
H 6.38320 0.36652 3.22198
H 3.89488 0.59904 0.08047
H 5.12882 -0.22581 -0.83940
H 5.45374 1.37154 -0.17612
H 3.55282 0.94386 2.50847
H 3.38381 2.80921 1.00971
H 2.17658 4.87268 0.52408
H -0.25658 5.02282 1.13923
H -1.36947 3.13992 2.19096
H -4.49779 1.56596 4.71387
H -3.48771 2.67858 6.66265
H -1.02457 2.81043 6.82331
H 1.28384 1.26662 4.40480
H 0.97880 2.23441 7.29347
H 2.36666 1.41355 6.57638
H 0.84540 0.53893 6.81084
H 0.80048 4.06899 5.51636
H 1.10735 3.65160 3.82489
H 2.39000 3.44343 5.03102
H -4.50636 0.82198 2.79132
H -2.58314 -1.49279 2.50641
H -4.32743 -1.50863 2.23409
H -3.68695 -1.33513 3.88409
H -2.07836 0.48858 1.00387
H -3.15902 1.86520 1.01764
H -3.75317 0.28014 0.51701
O 7.32678 -4.36026 -2.61146
N 6.37916 -4.65547 -1.83032
O 6.43498 -5.69304 -1.10319
C 5.28205 -3.80409 -1.76779
C 5.30761 -2.66183 -2.56822
C 4.26700 -1.71952 -2.54208
C 4.25421 -0.57110 -3.37316
C 3.25033 0.34905 -3.25867
C 2.24549 0.15085 -2.29917
N 2.22571 -0.92046 -1.51531
C 3.18926 -1.85753 -1.63984
C 3.12245 -3.05783 -0.81927
N 2.05338 -3.18001 -0.00270
C 1.87666 -4.31033 0.65589
C 2.75748 -5.37634 0.56678
C 3.89391 -5.24176 -0.19801
C 4.12362 -4.05751 -0.92039
H 6.16189 -2.51305 -3.20989
H 5.06125 -0.43760 -4.08530
H 3.21855 1.23222 -3.88516
H 1.43998 0.86997 -2.17154
H 0.98820 -4.36884 1.27582
H 2.56010 -6.29127 1.11072
H 4.62015 -6.03364 -0.26173
Br -0.96803 -4.91374 -3.03319
C -1.53109 -4.80849 -1.22950
C -2.28138 -5.85462 -0.68968
C -2.71936 -5.79742 0.60582
Br -3.76188 -7.24681 1.28192
C -2.39627 -4.69935 1.43223
C -2.80828 -4.54748 2.77658
C -2.39392 -3.46782 3.50434
C -1.55203 -2.52056 2.90070
N -1.17699 -2.61009 1.64746
C -1.59451 -3.66240 0.88770
C -1.17629 -3.65379 -0.51261
O -0.53376 -2.67597 -1.00607
H -2.52343 -6.70706 -1.30920
H -3.45394 -5.29492 3.21862
H -2.70332 -3.33490 4.53304
H -1.18952 -1.65560 3.45278
C -5.49969 -0.50737 -2.98973
Si -4.81429 -1.86188 -1.86949
C -6.10184 -2.32009 -0.57437
C -4.53667 -3.38626 -2.93453
C -3.29909 -1.26652 -1.03591
H -5.68318 -0.87483 -4.00360
H -4.77234 0.30880 -3.05921
H -6.43395 -0.09074 -2.60220
H -7.00133 -2.74853 -1.02682
H -6.40036 -1.44030 0.00501
H -5.69409 -3.05538 0.12911
H -5.44525 -3.65073 -3.48458
H -4.23441 -4.24492 -2.32663
H -3.73482 -3.20088 -3.65652
H -3.00899 -1.61405 -0.05150
H -2.59487 -0.58256 -1.51025
C -2.15933 1.80475 -6.56206
C -1.13576 1.21574 -5.58927
C 0.10055 0.75284 -6.34971
C -1.74690 0.03185 -4.83642
O -0.69058 2.24185 -4.70601
Si -1.34099 2.78175 -3.26832
S -0.79231 1.65736 -1.66229
O -0.83729 4.36229 -3.15698
C 0.43943 4.95563 -3.38767
C 0.48761 6.19907 -2.50817
C 0.52856 5.34607 -4.86376
C 1.59931 4.02809 -3.02114
O -2.97910 2.88834 -3.53414
C -3.92578 3.92535 -3.30488
C -5.29262 3.33378 -3.62685
C -3.67416 5.12006 -4.23011
C -3.87678 4.36495 -1.84304
H -2.48213 1.05135 -7.28696
H -1.72094 2.65217 -7.09611
H -3.02676 2.15639 -6.00063
H -0.16178 -0.02767 -7.06953
H 0.83499 0.35033 -5.64797
H 0.55000 1.59372 -6.88433
H -2.02830 -0.75699 -5.54034
H -2.63721 0.35041 -4.28798
H -1.03397 -0.36872 -4.11331
H -0.36612 6.84557 -2.72678
H 1.41227 6.75806 -2.67965
H 0.44020 5.90226 -1.45784
H -0.27442 6.04285 -5.11945
H 0.41957 4.44821 -5.47497
H 1.49273 5.81576 -5.08142
H 1.49306 3.67740 -1.99277
H 2.54990 4.55977 -3.12865
H 1.60224 3.15375 -3.67754
H -5.32020 3.00545 -4.66908
H -6.07706 4.07953 -3.47085
H -5.49095 2.47105 -2.98959
H -3.69449 4.79337 -5.27364
H -2.69780 5.55397 -4.02031
H -4.44884 5.87734 -4.07955
H -4.04160 3.50517 -1.19220
H -4.63926 5.12299 -1.64281
H -2.89098 4.77761 -1.61475
*
```



# 2
Below is a 17-piece molecular cluster, C68H95N17 overall, with properties calculated with ωB97M-V/def2-TZVPD.

Gap between HOMO and LUMO in eV: 8.04
F_max in eV Å⁻¹: 5.92

```
! wB97M-V def2-TZVPD RIJCOSX def2/J DEFGRID3
* xyz 0 1
C -6.74109 -0.03260 1.31359
C -7.48105 -0.34248 2.61155
C -7.37255 -1.74754 3.22685
C -6.00270 -2.01534 3.69940
N -4.95144 -2.23192 4.12531
H -6.94848 0.96353 0.92268
H -7.05549 -0.76953 0.57454
H -5.68850 -0.31241 1.35684
H -8.51604 -0.02876 2.47559
H -7.17973 0.36598 3.38316
H -7.76301 -2.48964 2.53048
H -7.99595 -1.79437 4.11975
C -4.71360 0.33933 -4.06345
C -3.29751 -0.25012 -3.77588
C -3.12637 -1.66467 -4.35046
C -3.42282 -2.03103 -5.74811
N -3.71723 -2.19866 -6.80664
H -4.75387 1.28070 -3.51546
H -5.36564 -0.31394 -3.48364
H -4.86403 0.48111 -5.13367
H -3.14769 -0.21804 -2.69669
H -2.51607 0.37467 -4.20845
H -3.65435 -2.40756 -3.75259
H -2.10331 -1.99270 -4.16653
C -4.51004 2.98599 1.50187
C -3.72704 4.27456 1.51805
C -3.81076 5.11867 0.24183
C -3.61861 4.28490 -0.96213
N -3.48759 3.59312 -1.88356
H -4.49454 2.52422 2.48911
H -4.08793 2.23324 0.83608
H -5.55047 3.12813 1.20964
H -2.65628 4.13984 1.67109
H -4.04298 4.94958 2.31342
H -3.04594 5.89493 0.21798
H -4.76890 5.61669 0.09328
C 0.64960 -4.18060 0.54280
C 2.18177 -4.12733 0.42758
C 2.87504 -5.46264 0.11200
C 2.50763 -6.62835 0.97500
N 2.19043 -7.49779 1.64473
H 0.18608 -3.19910 0.64228
H 0.42355 -4.75290 1.44250
H 0.11718 -4.58549 -0.31784
H 2.60574 -3.85201 1.39326
H 2.57468 -3.32306 -0.19440
H 3.96310 -5.41816 0.15945
H 2.62869 -5.74684 -0.91105
C 0.47611 4.99483 3.50516
C 0.31464 3.87020 2.50667
C 0.57287 4.35712 1.04674
C -0.01999 5.62590 0.66587
N -0.44733 6.67096 0.34302
H 0.59778 4.59179 4.51057
H -0.29134 5.76843 3.47943
H 1.38160 5.56971 3.31101
H -0.68890 3.48495 2.68718
H 1.06529 3.08200 2.56467
H 0.25645 3.65235 0.27781
H 1.62712 4.58318 0.88680
N 5.05959 -2.52843 -2.71339
C 4.47132 -3.53047 -3.41076
C 5.14955 -4.70382 -3.04994
C 6.02072 -4.47299 -2.07856
C 5.97100 -3.09781 -1.84589
H 4.90400 -1.53121 -2.75130
H 3.74180 -3.38285 -4.19332
H 5.11550 -5.70299 -3.45848
H 6.61127 -5.17598 -1.50982
H 6.57373 -2.43901 -1.23834
N -5.89433 -3.21203 -0.29551
C -5.01807 -2.45074 -1.09946
C -3.81753 -2.55087 -0.51699
C -3.91347 -3.17506 0.67888
C -5.20022 -3.68413 0.77013
H -6.84824 -3.47954 -0.49197
H -5.39691 -2.02678 -2.01769
H -2.88845 -2.08394 -0.80888
H -3.19666 -3.24433 1.48373
H -5.64091 -4.31935 1.52425
N -0.40523 4.15432 -3.02351
C 0.67007 3.29503 -2.86443
C 1.65127 3.64450 -3.75880
C 1.19907 4.84913 -4.38321
C -0.02187 5.17790 -3.88022
H -1.29326 3.94116 -2.59215
H 0.57507 2.41582 -2.24447
H 2.58921 3.14163 -3.94264
H 1.88482 5.27253 -5.10215
H -0.68912 5.96449 -4.20031
N -2.11971 1.32756 5.05015
C -1.02477 2.08297 5.34275
C 0.03954 1.31097 4.88769
C -0.42838 0.18806 4.22440
C -1.76560 0.13088 4.50240
H -3.05782 1.49335 5.38565
H -1.03278 3.04180 5.83973
H 1.06733 1.61280 5.02534
H 0.15036 -0.62570 3.81299
H -2.61727 -0.48863 4.26309
N 5.27816 6.02446 3.49432
C 4.54984 5.25732 4.34430
C 3.86074 4.44210 3.53687
C 4.10905 4.72211 2.22250
C 5.08758 5.68717 2.20952
H 5.98197 6.70338 3.74697
H 4.60225 5.44984 5.40572
H 3.10160 3.76358 3.89703
H 3.62069 4.27499 1.36929
H 5.52814 6.39911 1.52727
N 3.02466 -1.12063 4.77926
C 3.62296 -0.92213 6.01720
C 3.32897 -1.97502 6.87826
C 2.44169 -2.79448 6.11229
C 2.25142 -2.23673 4.87227
H 3.22489 -0.57202 3.95522
H 4.29389 -0.09069 6.17520
H 3.77460 -2.08641 7.85570
H 2.03616 -3.76194 6.36916
H 1.76238 -2.74125 4.05210
N 5.62160 0.29768 2.29802
C 4.69410 1.25807 2.63028
C 3.71503 1.21407 1.64864
C 4.03962 0.26624 0.72023
C 5.21632 -0.26956 1.08050
H 6.48972 0.08827 2.76983
H 4.91778 2.00625 3.37634
H 2.87061 1.86875 1.49133
H 3.45247 0.01894 -0.15184
H 5.79004 -1.03336 0.57666
N -0.72479 2.99697 -6.42138
C -1.71761 3.61609 -7.12775
C -2.54796 2.70189 -7.62595
C -2.03869 1.44631 -7.28711
C -0.88625 1.64842 -6.56212
H 0.07044 3.40843 -5.95403
H -1.76179 4.68620 -7.26668
H -3.41854 2.88485 -8.23834
H -2.48442 0.50995 -7.58867
H -0.24074 0.93156 -6.07649
N 1.28273 -4.38204 -4.89510
C 1.05580 -4.07046 -3.52284
C 0.62137 -2.80628 -3.44478
C 0.52418 -2.32908 -4.75348
C 1.12285 -3.24291 -5.57221
H 1.58184 -5.27381 -5.26304
H 1.33616 -4.83400 -2.81235
H 0.34129 -2.37999 -2.49282
H 0.32687 -1.31046 -5.05327
H 1.26918 -3.14934 -6.63815
N -0.96380 0.36678 0.96696
C 0.37549 0.12127 0.80525
C 0.66361 0.02594 -0.58646
C -0.50149 0.21648 -1.24208
C -1.48738 0.45861 -0.28263
H -1.35714 0.39221 1.89687
H 1.08143 0.10765 1.62248
H 1.63123 -0.24187 -0.98440
H -0.65425 0.23934 -2.31098
H -2.55220 0.62183 -0.35959
N 5.69431 0.46185 -4.45295
C 4.82472 -0.19867 -5.21664
C 3.63331 0.00986 -4.55587
C 3.84559 0.78224 -3.44411
C 5.15951 1.04367 -3.33179
H 6.68747 0.40705 -4.62824
H 5.04187 -0.68284 -6.15728
H 2.69873 -0.46116 -4.82253
H 3.05272 0.97650 -2.73700
H 5.80050 1.62405 -2.68473
N -0.66201 -5.99257 4.96863
C -1.79704 -5.53993 5.43918
C -2.09701 -4.32870 4.87870
C -1.02893 -3.98445 3.98478
C -0.11225 -5.01168 4.12519
H -0.26031 -6.88938 5.20205
H -2.38906 -6.13642 6.11748
H -2.96306 -3.69464 4.99838
H -1.03932 -3.10315 3.36059
H 0.93112 -5.10353 3.86186
*
```